DFT (ωB97M-V/def2-TZVPD) results for C21H24As3FO8ReS4 as an isolated structure.

Structure (XYZ):
```
62
Properties=species:S:1:pos:R:3:nbo_charge:R:1
Re 0.25 -0.01 -0.19 0.397
S 3.22 -3.59 -0.84 -0.219
As 1.26 -3.54 -0.45 0.884
S 1.31 -0.38 1.49 0.250
S 0.37 -1.66 -1.64 -0.079
S -0.23 -4.38 0.61 -0.230
F -2.21 4.19 4.08 -0.273
C -1.77 3.29 3.21 0.556
C -2.40 3.43 1.86 -0.144
C -2.35 2.41 0.99 -0.253
C -1.90 1.10 1.43 0.147
C -1.86 0.01 0.55 -0.616
C -1.74 0.87 2.86 -0.246
C -1.76 1.88 3.73 -0.105
H -2.85 4.39 1.62 0.270
H -2.75 2.50 -0.01 0.248
H -2.34 0.14 -0.42 0.282
H -1.99 -0.98 0.97 0.259
H -1.69 -0.15 3.21 0.256
H -1.73 1.76 4.81 0.275
C 0.17 3.22 -4.66 -0.257
O -0.27 2.05 -3.92 -0.407
C -0.31 1.98 -2.64 0.848
O -0.61 0.90 -2.11 -0.650
C 0.10 3.06 -1.69 -0.434
C -0.60 4.16 -1.43 -0.319
As -0.42 5.49 0.00 1.003
C 0.99 6.59 -0.81 -0.917
C 0.77 4.42 1.21 -0.305
C 1.58 3.38 0.99 -0.435
As 1.41 2.24 -0.52 1.227
C 3.10 2.16 -1.47 -0.923
C 2.42 2.96 2.16 0.775
O 2.33 3.55 3.21 -0.546
O 3.24 1.97 1.88 -0.497
C 4.16 1.57 2.94 -0.266
C 0.32 4.59 2.62 0.905
O -0.33 3.51 2.97 -0.520
O 0.25 5.62 3.34 -0.379
C 1.07 6.80 3.02 -0.265
C -1.76 4.64 -2.26 0.731
O -2.04 5.81 -2.22 -0.528
O -2.36 3.70 -2.95 -0.507
C -3.47 4.13 -3.80 -0.264
H -0.38 3.18 -5.60 0.248
H 1.23 3.12 -4.84 0.221
H -0.06 4.14 -4.13 0.191
H 0.52 7.11 -1.64 0.278
H 1.83 5.99 -1.17 0.230
H 1.34 7.32 -0.09 0.255
H 3.43 3.17 -1.73 0.266
H 2.98 1.56 -2.37 0.266
H 3.83 1.68 -0.82 0.278
H 4.78 0.79 2.50 0.225
H 3.59 1.20 3.79 0.216
H 4.76 2.43 3.23 0.230
H 1.28 7.26 3.98 0.264
H 0.46 7.46 2.40 0.225
H 1.98 6.48 2.52 0.213
H -3.77 3.24 -4.35 0.225
H -3.13 4.92 -4.47 0.219
H -4.28 4.50 -3.17 0.221
```

* orbital gap: 5.98 eV
* total charge: +3
* calculated total energy: -9893.63126 Eh

DFT (ωB97M-V/def2-TZVPD) results for C34H57Cl2GeN4OPPd as an isolated structure at a distorted geometry.

Structure (XYZ):
```
101
Properties=species:S:1:pos:R:3:lowdin_charge:R:1
Pd -0.53 -1.74 -0.64 0.648
C 4.64 0.40 -2.36 -0.046
C 4.83 -0.52 -1.34 -0.062
C 3.83 -1.44 -1.04 -0.017
C 2.65 -1.41 -1.76 -0.254
C 2.44 -0.48 -2.77 -0.031
C 3.45 0.41 -3.08 -0.057
N 1.60 -2.33 -1.51 0.040
N 2.01 -3.46 -1.20 0.119
C 1.12 -4.41 -0.67 -0.220
C 1.70 -5.52 -0.08 0.044
C 0.96 -6.36 0.72 0.013
C -0.36 -6.04 0.98 0.005
C -0.94 -5.01 0.28 -0.060
N -0.25 -4.26 -0.61 -0.082
H 5.43 1.10 -2.60 0.120
H 5.75 -0.53 -0.78 0.119
H 3.96 -2.17 -0.25 0.112
H 1.52 -0.50 -3.34 0.101
H 3.32 1.12 -3.89 0.119
H 2.76 -5.65 -0.25 0.139
H 1.42 -7.24 1.17 0.135
H -0.96 -6.61 1.67 0.135
H -1.98 -4.76 0.37 0.108
O -0.02 0.27 0.08 -0.449
P -0.08 1.70 0.59 0.831
C 1.45 2.08 1.49 -0.342
C 1.84 0.94 2.44 -0.198
C 2.95 1.41 3.40 -0.170
C 3.87 2.45 2.73 -0.186
C 3.99 2.16 1.23 -0.180
C 2.63 2.35 0.53 -0.171
C -0.37 2.87 -0.76 -0.352
C 0.48 2.61 -2.01 -0.201
C -0.16 3.32 -3.22 -0.175
C -0.85 4.63 -2.80 -0.185
C -0.15 5.25 -1.60 -0.176
C -0.31 4.36 -0.35 -0.170
C -1.53 1.93 1.68 -0.329
C -1.90 0.64 2.43 -0.213
C -2.93 0.95 3.51 -0.179
C -2.31 1.83 4.61 -0.174
C -1.16 2.69 4.08 -0.182
C -1.43 3.15 2.64 -0.175
H 1.24 2.97 2.09 0.118
H 2.19 0.10 1.83 0.108
H 0.99 0.59 3.03 0.082
H 3.54 0.55 3.72 0.115
H 2.51 1.84 4.29 0.112
H 4.85 2.42 3.20 0.117
H 3.48 3.46 2.88 0.118
H 4.35 1.14 1.09 0.101
H 4.72 2.82 0.78 0.118
H 2.57 1.66 -0.32 0.094
H 2.55 3.36 0.14 0.111
H -1.41 2.63 -1.03 0.101
H 0.58 1.54 -2.20 0.062
H 1.49 3.00 -1.86 0.104
H -0.88 2.66 -3.70 0.093
H 0.61 3.54 -3.96 0.116
H -1.90 4.45 -2.55 0.113
H -0.86 5.33 -3.64 0.117
H -0.55 6.24 -1.38 0.119
H 0.91 5.39 -1.83 0.120
H -1.22 4.63 0.18 0.114
H 0.53 4.54 0.33 0.104
H -2.34 2.13 0.96 0.117
H -1.02 0.21 2.91 0.086
H -2.27 -0.10 1.72 0.092
H -3.34 0.04 3.93 0.112
H -3.78 1.47 3.04 0.119
H -1.95 1.20 5.42 0.113
H -3.08 2.47 5.03 0.116
H -0.22 2.14 4.11 0.095
H -1.03 3.57 4.72 0.121
H -0.67 3.86 2.32 0.087
H -2.38 3.69 2.63 0.128
N -0.10 -2.17 1.57 0.062
H 0.32 -1.29 1.88 0.010
H 0.56 -2.91 1.78 0.058
H -0.92 -2.33 2.15 0.060
Cl -4.41 -0.05 -2.90 0.636
C -2.89 0.59 -2.31 -0.912
Cl -1.51 -0.51 -2.61 0.656
H -2.95 0.74 -1.24 0.026
H -2.67 1.51 -2.84 0.022
C -3.23 -3.34 -3.81 -0.223
Ge -2.89 -3.86 -1.97 0.807
C -3.83 -2.90 -0.54 -0.213
C -3.17 -5.78 -1.83 -0.204
C -0.93 -3.51 -1.64 -0.311
H -4.31 -3.24 -3.96 0.035
H -2.87 -4.14 -4.45 0.036
H -2.75 -2.41 -4.10 -0.026
H -4.65 -2.30 -0.94 0.008
H -4.26 -3.61 0.17 0.030
H -3.15 -2.24 -0.01 -0.017
H -4.07 -6.04 -2.39 0.038
H -3.30 -6.13 -0.81 0.020
H -2.34 -6.33 -2.28 0.037
H -0.29 -3.44 -2.52 0.071
```

* orbital gap (spin up / spin down): 6.61 / 6.61 eV
* ΔE to the lowest compared entry with this formula, charge and spin: 0.375 eV
* total charge: +2
* calculated total energy: -5090.04319 Eh

DFT (ωB97M-V/def2-TZVPD) results for C12H32N2O5V as an isolated structure at a distorted geometry.

Structure (XYZ):
```
52
Properties=species:S:1:pos:R:3:nbo_charge:R:1
V -0.26 0.95 0.56 1.244
O -0.17 3.31 0.50 -0.952
C -0.20 3.50 1.91 -0.077
C -1.22 2.67 2.85 -0.073
O -1.38 1.33 2.45 -0.982
H -0.42 4.55 2.13 0.132
H 0.83 3.38 2.22 0.098
H -2.25 3.04 2.79 0.136
H -0.80 2.71 3.85 0.127
C 3.13 0.61 -2.00 -0.628
C 2.25 0.30 -0.91 -0.077
C 2.73 0.64 0.49 -0.051
O 1.70 0.63 1.50 -0.553
C 2.27 0.97 2.74 -0.247
N 1.03 1.00 -1.21 -0.841
H 3.82 -0.24 -1.95 0.214
H 3.68 1.54 -1.84 0.220
H 2.78 0.71 -3.03 0.225
H 2.07 -0.76 -0.73 0.196
H 3.26 1.59 0.42 0.181
H 3.48 -0.06 0.83 0.180
H 2.88 0.13 3.05 0.169
H 1.49 1.25 3.45 0.236
H 2.86 1.87 2.59 0.185
H 1.17 1.97 -1.42 0.395
H 0.79 0.76 -2.16 0.363
C -4.21 -0.45 -0.77 -0.622
C -2.70 -0.48 -0.80 -0.073
C -2.09 -0.83 -2.18 -0.060
O -0.77 -1.31 -1.78 -0.546
C -0.05 -1.80 -2.89 -0.250
N -2.25 0.93 -0.56 -0.828
H -4.56 -1.45 -1.02 0.204
H -4.64 0.27 -1.47 0.201
H -4.69 -0.24 0.19 0.231
H -2.43 -1.29 -0.11 0.225
H -1.99 0.03 -2.84 0.165
H -2.61 -1.62 -2.73 0.183
H -0.53 -2.59 -3.47 0.175
H 0.95 -2.12 -2.62 0.189
H -0.04 -0.98 -3.60 0.158
H -2.85 1.38 0.12 0.397
H -2.44 1.31 -1.48 0.362
C -0.11 -3.79 1.07 -0.641
C 0.77 -2.57 0.67 -0.068
O 0.04 -1.37 0.96 -0.708
H 0.36 -4.74 0.78 0.216
H -1.03 -3.88 0.49 0.220
H -0.15 -3.82 2.15 0.208
H 1.10 -2.74 -0.36 0.186
H 1.64 -2.67 1.31 0.165
H -0.21 -1.54 1.87 0.489
```

* orbital gap (spin up / spin down): 6.06 / 6.35 eV
* calculated total energy: -1905.99283 Eh
* multiplicity: 4

DFT (ωB97M-V/def2-TZVPD) results for a 2-piece molecular cluster, C8H11Cl2NSi overall at a distorted geometry.

Structure (XYZ):
```
23
Properties=species:S:1:pos:R:3:nbo_charge:R:1
C 2.76 0.62 1.83 -0.194
C 1.85 -0.44 2.15 -0.197
C 2.72 1.12 0.56 -0.214
C 1.02 -0.99 1.20 -0.218
C 1.87 0.59 -0.41 -0.197
C 1.09 -0.53 -0.11 -0.530
C -2.24 1.35 -0.78 -0.599
C -2.81 0.08 -0.05 -0.297
N -2.82 -1.11 -0.79 -0.386
Si 0.28 -1.52 -1.44 1.175
Cl 0.45 -0.86 -3.32 -0.366
Cl 0.48 -3.54 -1.25 -0.370
H 3.42 0.89 2.52 0.206
H 2.05 -0.91 3.16 0.219
H 3.51 1.79 0.30 0.214
H 0.26 -1.79 1.30 0.230
H 1.91 0.98 -1.50 0.226
H -2.78 1.36 -1.68 0.198
H -2.44 2.27 -0.23 0.217
H -1.15 1.15 -0.85 0.213
H -2.34 0.00 0.87 0.179
H -3.78 0.39 0.15 0.202
H -3.31 -0.91 -1.63 0.289
```

* orbital gap (spin up / spin down): 6.88 / 8.63 eV
* calculated total energy: -1576.00854 Eh
* multiplicity: 3

Among the records above, which one has the highest calculated total energy?
C8H11Cl2NSi

What did the first record say?
DFT (ωB97M-V/def2-TZVPD) results for C21H24As3FO8ReS4 as an isolated structure.

Structure (XYZ):
```
62
Properties=species:S:1:pos:R:3:nbo_charge:R:1
Re 0.25 -0.01 -0.19 0.397
S 3.22 -3.59 -0.84 -0.219
As 1.26 -3.54 -0.45 0.884
S 1.31 -0.38 1.49 0.250
S 0.37 -1.66 -1.64 -0.079
S -0.23 -4.38 0.61 -0.230
F -2.21 4.19 4.08 -0.273
C -1.77 3.29 3.21 0.556
C -2.40 3.43 1.86 -0.144
C -2.35 2.41 0.99 -0.253
C -1.90 1.10 1.43 0.147
C -1.86 0.01 0.55 -0.616
C -1.74 0.87 2.86 -0.246
C -1.76 1.88 3.73 -0.105
H -2.85 4.39 1.62 0.270
H -2.75 2.50 -0.01 0.248
H -2.34 0.14 -0.42 0.282
H -1.99 -0.98 0.97 0.259
H -1.69 -0.15 3.21 0.256
H -1.73 1.76 4.81 0.275
C 0.17 3.22 -4.66 -0.257
O -0.27 2.05 -3.92 -0.407
C -0.31 1.98 -2.64 0.848
O -0.61 0.90 -2.11 -0.650
C 0.10 3.06 -1.69 -0.434
C -0.60 4.16 -1.43 -0.319
As -0.42 5.49 0.00 1.003
C 0.99 6.59 -0.81 -0.917
C 0.77 4.42 1.21 -0.305
C 1.58 3.38 0.99 -0.435
As 1.41 2.24 -0.52 1.227
C 3.10 2.16 -1.47 -0.923
C 2.42 2.96 2.16 0.775
O 2.33 3.55 3.21 -0.546
O 3.24 1.97 1.88 -0.497
C 4.16 1.57 2.94 -0.266
C 0.32 4.59 2.62 0.905
O -0.33 3.51 2.97 -0.520
O 0.25 5.62 3.34 -0.379
C 1.07 6.80 3.02 -0.265
C -1.76 4.64 -2.26 0.731
O -2.04 5.81 -2.22 -0.528
O -2.36 3.70 -2.95 -0.507
C -3.47 4.13 -3.80 -0.264
H -0.38 3.18 -5.60 0.248
H 1.23 3.12 -4.84 0.221
H -0.06 4.14 -4.13 0.191
H 0.52 7.11 -1.64 0.278
H 1.83 5.99 -1.17 0.230
H 1.34 7.32 -0.09 0.255
H 3.43 3.17 -1.73 0.266
H 2.98 1.56 -2.37 0.266
H 3.83 1.68 -0.82 0.278
H 4.78 0.79 2.50 0.225
H 3.59 1.20 3.79 0.216
H 4.76 2.43 3.23 0.230
H 1.28 7.26 3.98 0.264
H 0.46 7.46 2.40 0.225
H 1.98 6.48 2.52 0.213
H -3.77 3.24 -4.35 0.225
H -3.13 4.92 -4.47 0.219
H -4.28 4.50 -3.17 0.221
```

* orbital gap: 5.98 eV
* total charge: +3
* calculated total energy: -9893.63126 Eh

Please write out number 3 again, unchanged.
DFT (ωB97M-V/def2-TZVPD) results for C12H32N2O5V as an isolated structure at a distorted geometry.

Structure (XYZ):
```
52
Properties=species:S:1:pos:R:3:nbo_charge:R:1
V -0.26 0.95 0.56 1.244
O -0.17 3.31 0.50 -0.952
C -0.20 3.50 1.91 -0.077
C -1.22 2.67 2.85 -0.073
O -1.38 1.33 2.45 -0.982
H -0.42 4.55 2.13 0.132
H 0.83 3.38 2.22 0.098
H -2.25 3.04 2.79 0.136
H -0.80 2.71 3.85 0.127
C 3.13 0.61 -2.00 -0.628
C 2.25 0.30 -0.91 -0.077
C 2.73 0.64 0.49 -0.051
O 1.70 0.63 1.50 -0.553
C 2.27 0.97 2.74 -0.247
N 1.03 1.00 -1.21 -0.841
H 3.82 -0.24 -1.95 0.214
H 3.68 1.54 -1.84 0.220
H 2.78 0.71 -3.03 0.225
H 2.07 -0.76 -0.73 0.196
H 3.26 1.59 0.42 0.181
H 3.48 -0.06 0.83 0.180
H 2.88 0.13 3.05 0.169
H 1.49 1.25 3.45 0.236
H 2.86 1.87 2.59 0.185
H 1.17 1.97 -1.42 0.395
H 0.79 0.76 -2.16 0.363
C -4.21 -0.45 -0.77 -0.622
C -2.70 -0.48 -0.80 -0.073
C -2.09 -0.83 -2.18 -0.060
O -0.77 -1.31 -1.78 -0.546
C -0.05 -1.80 -2.89 -0.250
N -2.25 0.93 -0.56 -0.828
H -4.56 -1.45 -1.02 0.204
H -4.64 0.27 -1.47 0.201
H -4.69 -0.24 0.19 0.231
H -2.43 -1.29 -0.11 0.225
H -1.99 0.03 -2.84 0.165
H -2.61 -1.62 -2.73 0.183
H -0.53 -2.59 -3.47 0.175
H 0.95 -2.12 -2.62 0.189
H -0.04 -0.98 -3.60 0.158
H -2.85 1.38 0.12 0.397
H -2.44 1.31 -1.48 0.362
C -0.11 -3.79 1.07 -0.641
C 0.77 -2.57 0.67 -0.068
O 0.04 -1.37 0.96 -0.708
H 0.36 -4.74 0.78 0.216
H -1.03 -3.88 0.49 0.220
H -0.15 -3.82 2.15 0.208
H 1.10 -2.74 -0.36 0.186
H 1.64 -2.67 1.31 0.165
H -0.21 -1.54 1.87 0.489
```

* orbital gap (spin up / spin down): 6.06 / 6.35 eV
* calculated total energy: -1905.99283 Eh
* multiplicity: 4

What is the calculated total energy in the third record?
-1905.99283 Eh